No. 1
ORCA calculation (ωB97M-V with the def2-TZVPD basis set) on a molecular structure, C24H20F9N2O13PS2W.

CARTESIAN COORDINATES (ANGSTROEM)
F: 3.276356 -0.885071 -0.538200
F: 4.191301 0.542753 0.797530
H: 0.368964 2.488142 4.899899
C: 1.275139 -1.942155 -3.241121
S: -1.996291 -0.933461 -2.162621
O: 1.548569 -0.346087 1.497824
O: 0.049994 -0.107070 4.885339
C: -3.933265 -3.101696 2.011065
F: 1.255407 -2.918058 2.262935
C: -0.932894 2.628091 1.357507
H: -0.794202 3.902863 -5.445700
C: 1.274487 -0.693451 -4.099469
C: 0.082413 2.581741 3.857934
H: 0.137474 3.703489 -1.810367
C: -0.931042 2.910497 -5.005169
H: -1.868690 3.675350 -3.223667
O: 0.068550 -3.852214 -0.932238
H: -4.795278 -3.034077 2.667890
H: 1.437318 -1.700339 -2.189814
C: -1.037676 3.024421 -3.492369
H: -1.105096 4.736480 1.541475
H: 1.089161 2.939953 -3.088279
C: 0.235561 3.590661 -2.888433
N: -0.489055 1.499972 1.846436
C: 2.471536 -2.593634 1.845965
H: 0.419425 4.574453 -3.331788
F: 3.035551 0.782347 3.331047
C: -0.134910 1.447646 3.118561
C: -1.735069 -3.103137 0.431703
C: -3.553642 -4.287341 1.392968
O: -1.955480 1.183765 -0.147904
O: 0.152743 0.177673 -3.846067
H: 0.322926 -2.464914 -3.310883
C: 3.236358 -0.535124 3.175680
P: -0.643014 0.475969 -2.457607
F: 3.362123 -3.195892 2.689614
C: -2.430807 -4.283703 0.602595
W: -0.872784 -0.290168 0.839805
H: -1.837383 2.459320 -5.413687
C: -3.521558 -0.642581 2.383667
H: 1.133267 -0.975288 -5.144855
H: 3.427865 -0.554446 -4.130214
C: -0.463314 -2.976405 -0.290744
O: 0.094614 4.965251 3.875841
O: -4.264230 -5.449650 1.559174
H: -2.062498 -5.178118 0.116521
S: 0.743749 0.882962 -1.000331
C: 2.566235 0.101568 -3.970117
H: 2.631925 0.527397 -2.968164
C: 2.654006 -1.016815 1.784077
O: -0.606954 -0.821609 2.865366
H: -4.995951 -5.259153 2.152051
O: -4.486404 -0.485588 3.122235
O: -2.336209 3.358414 -0.411660
C: -0.152098 3.797168 3.251695
F: 2.641072 -1.143610 4.206202
C: -1.808791 2.419877 0.141288
O: 0.032188 -1.775312 -0.111864
F: 2.650453 -3.170267 0.643309
H: 2.074283 -2.613357 -3.570067
O: -1.450043 1.761354 -2.961332
N: -2.117289 -1.943062 0.992617
H: -0.084747 2.276138 -5.270722
H: 0.500587 4.769069 4.727015
F: 4.574803 -0.730207 3.324893
C: -0.751287 3.821483 1.997432
F: 4.861028 -1.519601 0.784234
C: -3.198632 -1.971093 1.791905
C: 3.755960 -0.732333 0.692352
H: 2.595257 0.911073 -4.705465
O: -2.697103 0.255097 1.991260
C: -0.184958 0.053651 3.704009

Cartesian forces, eV/Å:
0.08 0.00 0.05
-0.02 -0.09 -0.04
0.03 -0.06 -0.07
-0.05 -0.02 0.06
0.29 0.24 -0.49
0.72 -0.05 0.34
0.03 -0.06 0.18
-0.23 -0.32 0.06
-0.02 -0.04 0.17
-0.28 0.83 -0.84
0.00 -0.03 0.00
-0.01 0.05 0.25
0.13 -0.30 0.36
0.01 -0.01 -0.01
-0.06 0.00 -0.04
-0.05 0.11 0.00
0.00 -0.39 -0.02
0.06 0.07 -0.04
0.01 -0.03 -0.04
0.15 -0.14 -0.01
0.00 -0.03 0.04
0.00 0.06 -0.02
-0.05 -0.02 0.07
-0.23 -0.02 0.89
0.18 0.11 -0.08
0.02 -0.04 -0.01
0.03 -0.05 -0.01
0.55 -0.48 0.28
-0.38 -0.21 0.11
-0.29 0.08 0.21
-0.76 -0.15 -0.27
0.30 0.30 0.04
0.02 -0.01 -0.01
0.08 0.04 -0.11
-0.15 -0.42 -0.70
-0.12 0.10 -0.23
0.35 -0.20 -0.31
-0.31 -0.51 1.79
0.03 0.03 0.01
-0.14 0.09 0.06
-0.01 -0.05 -0.09
-0.05 0.05 -0.01
0.27 0.33 -0.28
0.08 0.45 0.26
0.09 -0.03 -0.04
-0.01 0.05 0.01
-0.67 -0.42 -0.31
-0.02 0.01 -0.04
0.06 -0.05 -0.01
-0.06 0.08 -0.29
-0.03 -0.33 -0.37
-0.06 -0.02 0.04
-0.02 -0.04 0.00
-0.21 0.70 -0.25
-0.24 -0.01 -0.45
-0.03 -0.04 -0.04
0.33 -0.01 0.05
0.39 -0.44 -0.12
-0.02 0.10 0.21
-0.02 0.05 0.01
-0.01 0.03 0.24
-0.10 -0.09 -0.13
-0.01 0.02 -0.02
0.00 0.05 0.01
-0.14 -0.05 0.00
0.03 0.60 0.03
-0.07 0.04 0.02
0.09 0.35 -0.04
0.03 0.04 0.13
0.00 -0.01 0.05
0.44 0.04 -0.21
0.08 0.19 0.04

Results
HOMO energy (spin up / spin down) = -0.0325 / -0.0417 hartree
Charge = -2
E_tot = -112062.8073 eV


No. 2
ORCA calculation (ωB97M-V with the def2-TZVPD basis set) on a molecular structure, C24H21BrCl2InNO9.

CARTESIAN COORDINATES (ANGSTROEM)
C: -1.441276 -13.165775 7.865350
O: 1.247065 -17.259172 5.293937
C: -2.105113 -11.577550 9.649511
H: 1.795608 -20.743589 8.767549
H: -4.143945 -10.953576 9.685548
H: 3.721611 -13.834450 5.585419
C: 2.822625 -13.248477 5.702560
H: -2.721646 -21.819865 4.257705
H: -4.769206 -12.269486 7.752521
H: 1.414280 -10.232548 4.998758
H: -1.698162 -10.876485 10.372515
C: 2.684613 -11.941882 5.258459
O: -5.383049 -19.062295 7.314471
H: 2.770601 -15.847860 6.364649
H: -0.318555 -21.720792 5.605634
C: 0.812681 -16.239047 5.806184
C: -4.456972 -19.463691 7.974910
H: -1.858574 -21.733042 7.465016
H: -0.394692 -18.913266 5.575428
H: -2.539218 -22.470641 5.867636
C: -2.445344 -21.525059 5.302062
C: 0.492978 -11.789308 6.261806
O: -1.738562 -20.308407 10.339493
H: -0.421567 -11.252409 6.513988
C: -1.121850 -12.357192 9.030965
O: -2.560925 -22.364786 9.716268
O: 0.129351 -20.537872 7.548978
Cl: 0.459326 -12.448085 9.705989
C: -2.117181 -20.787803 7.935267
C: -3.773089 -12.343065 8.104216
H: -0.663280 -15.071959 6.365953
C: -1.010082 -20.998609 5.215606
C: -2.838573 -13.228374 7.481966
O: -4.141559 -19.091120 9.188688
In: -2.331590 -18.278967 9.843705
H: -4.275146 -20.244126 5.289670
C: -3.326084 -20.369845 5.858164
C: -3.410512 -11.548141 9.158976
Cl: -3.428725 -14.182455 6.192248
O: -2.470488 -19.161339 5.674726
C: 1.790330 -15.373550 6.709378
C: 1.764399 -13.935713 6.312432
C: 1.514660 -11.211164 5.492936
C: -1.060776 -19.760442 7.491078
C: -2.153948 -21.178032 9.452911
Br: -2.453547 -15.996245 10.949712
H: 0.670467 -19.418681 9.200617
O: -1.057735 -18.555082 8.120245
H: -3.963386 -21.586209 7.502509
N: -0.502981 -13.856324 7.157836
H: 1.615053 -15.503126 7.809381
H: 1.778850 -19.313430 7.761387
C: 0.567871 -13.170920 6.610928
C: -3.519715 -20.557631 7.349538
H: -0.800197 -20.820840 4.154518
C: -1.135206 -19.641533 5.939956
H: 3.570397 -11.503399 4.717501
O: -0.427436 -15.829240 5.606176
C: 1.130341 -19.960165 8.350215

Cartesian forces, eV/Å:
-0.77 -0.06 -0.09
0.07 0.44 0.03
1.35 0.02 -0.73
-0.51 0.04 -0.24
-0.08 0.20 -0.19
0.36 0.20 -0.31
-1.16 -1.11 0.60
-0.32 0.37 0.74
-0.81 -0.30 -0.43
-0.06 -0.32 0.63
-0.58 -0.18 0.40
1.23 0.74 -0.68
-0.60 0.19 0.26
-1.01 0.74 0.98
0.52 0.11 0.32
-0.40 -0.23 0.42
1.48 -0.91 -0.79
0.46 0.14 0.33
-0.40 -0.03 0.31
-0.02 0.53 -0.03
-0.82 -0.97 -1.60
0.50 -0.58 -0.55
-0.53 0.15 0.15
0.21 -0.04 -0.21
-1.95 -0.60 -1.10
1.32 3.65 -0.38
2.08 0.10 1.80
0.23 0.15 -0.03
-0.63 0.08 1.06
1.50 -1.36 -0.43
0.41 -0.14 -0.81
-1.17 0.70 -0.23
0.21 2.30 1.80
-0.15 0.70 0.37
0.73 -1.09 -1.80
0.72 0.17 0.58
0.99 0.63 -0.70
0.63 0.23 0.89
0.32 -0.34 -0.31
-0.70 -1.50 -0.73
0.72 -1.27 -1.12
-0.95 1.99 0.21
0.11 -0.39 0.12
-0.64 -0.99 -1.33
-0.89 -2.59 -0.20
0.12 -1.07 -0.33
0.54 -0.17 -0.50
-0.70 0.43 0.86
-0.31 1.15 -0.04
0.15 0.36 0.33
-0.04 -0.07 -1.00
-0.06 0.44 -0.02
0.37 -0.20 0.09
-0.68 -0.83 0.50
0.25 0.12 0.25
-0.66 0.80 0.54
-1.18 -0.25 0.52
0.72 0.09 0.98
0.50 -0.34 0.84

Results
HOMO energy = -0.0779 hartree
Charge = -2
E_tot = -145411.6477 eV


No. 3
ORCA calculation (ωB97M-V with the def2-TZVPD basis set) on a molecular structure, C24H21Cl3CrNO4P2SSi.

CARTESIAN COORDINATES (ANGSTROEM)
S: -1.745422 -0.944648 0.259591
C: -0.094131 1.702977 -2.348493
C: -0.163847 5.268055 1.028587
Cl: -1.663165 -5.022750 -0.116442
C: -2.771641 2.391936 -2.539214
Cr: 0.744815 -1.452878 -0.429423
Si: -0.517433 -3.341102 0.353108
H: 6.407999 -0.865105 -1.959736
C: 3.919495 0.635573 -0.221067
C: 5.912015 -0.137935 -1.330374
C: 0.864388 7.101201 -0.130704
H: 1.747066 2.215896 2.534287
O: -1.524827 -1.110689 -1.172025
C: 0.349404 4.365608 0.102452
H: 4.001076 -1.117618 -1.450067
H: 2.022718 2.459690 -0.771563
C: 0.084767 6.629133 0.912726
C: 5.981105 1.858127 0.003727
Cl: 0.146100 -3.807131 2.301001
C: 2.183626 -0.334779 4.718549
N: 1.685049 2.057044 0.098721
H: 1.080719 8.158421 -0.214126
H: 7.676165 1.042635 -1.032283
H: -0.760246 4.891352 1.851524
O: -1.865496 -2.381951 0.831313
H: 1.457564 4.188023 -1.735713
C: -0.782184 1.497183 -3.534466
C: -2.080630 2.615946 -1.362571
H: 2.167045 -0.537536 5.781639
C: 2.216219 0.196448 1.992164
C: 1.956335 1.218974 2.896071
H: 2.640991 -1.885303 1.740876
H: 1.690341 1.737143 4.956507
O: -2.909884 -0.220062 0.651829
C: 6.621716 0.933886 -0.811735
C: 4.563606 -0.289564 -1.038402
H: 4.134018 2.426425 0.939508
H: 6.537215 2.689203 0.419720
H: -2.657359 1.657881 -4.553787
P: 0.038892 2.551636 0.391683
H: -3.824735 2.634732 -2.600414
C: 1.928812 0.947141 4.255535
H: 1.964197 6.580451 -1.897838
C: 2.458940 -1.355337 3.820725
C: 4.636965 1.710873 0.300637
O: -0.482063 -0.425473 0.861925
C: 1.362327 6.213932 -1.075506
H: 0.947006 1.403171 -2.294039
C: 1.089482 4.860593 -0.968446
C: -2.119512 1.839968 -3.632450
H: -2.590644 3.034893 -0.504158
P: 2.149591 0.374182 0.171984
C: 2.469206 -1.091231 2.462590
H: -0.264126 1.048541 -4.371956
H: 2.639052 -2.360078 4.177451
Cl: 2.023971 -2.380142 -2.027174
H: -0.321835 7.320665 1.640024
C: -0.735221 2.272473 -1.253782

Cartesian forces, eV/Å:
-1.72 0.39 0.09
0.02 0.10 0.12
0.03 -0.10 0.02
0.19 -0.36 -0.31
-0.05 0.10 -0.02
0.36 0.13 -0.99
-0.46 -0.94 0.78
0.00 -0.01 -0.03
-0.06 -0.32 -0.24
0.13 0.04 0.03
-0.04 0.04 0.04
0.03 0.02 0.05
0.26 0.26 -0.42
-0.06 -0.12 0.31
0.02 -0.01 0.01
0.19 -0.04 0.10
0.00 0.10 -0.03
0.01 0.07 0.07
0.25 -0.37 0.41
0.06 0.01 0.01
-0.45 -0.52 -0.31
-0.01 0.02 0.00
0.01 0.03 -0.01
0.02 0.01 0.04
-0.55 0.05 0.26
0.00 0.00 -0.03
0.07 -0.02 -0.07
0.03 -0.13 -0.02
-0.05 -0.03 0.01
0.03 -0.33 -0.01
-0.03 -0.03 -0.08
0.01 -0.10 0.14
0.03 0.02 0.00
0.02 0.18 0.08
-0.02 -0.12 -0.02
-0.04 0.06 0.01
0.01 0.01 0.02
-0.02 0.02 -0.01
-0.02 -0.01 0.00
0.28 0.46 -0.61
-0.01 0.02 -0.01
0.03 0.04 0.02
-0.02 0.00 -0.02
0.07 -0.06 0.03
-0.07 0.04 0.04
0.57 0.09 0.06
0.02 -0.04 -0.06
-0.04 -0.05 0.01
0.05 0.01 0.02
0.01 -0.05 -0.06
-0.08 -0.02 0.05
0.91 1.85 1.04
-0.07 0.16 -0.12
-0.04 -0.03 -0.03
-0.01 -0.04 -0.02
0.30 -0.25 -0.49
0.00 -0.01 0.02
-0.10 -0.24 0.14

Results
HOMO energy (spin up / spin down) = -0.1803 / -0.2009 hartree
Spin multiplicity = 5
Charge = -1
E_tot = -138197.5461 eV